No. 1
C6H12N2 | ωB97M-V/def2-TZVPD

Structure (ORCA input):
```
! wB97M-V def2-TZVPD RIJCOSX def2/J DEFGRID3
* xyz 0 1
C 2.48 -1.49 0.16
C 1.18 -1.19 0.23
N 0.58 0.24 -0.14
N 1.45 1.21 -0.25
C 1.14 2.44 -0.51
C -0.91 0.27 -0.22
C -1.48 0.19 1.22
C -1.58 -0.89 -1.11
H 2.88 -2.50 0.21
H 3.20 -0.76 0.03
H 0.52 -1.83 0.81
H 1.93 3.08 -0.38
H 0.07 2.88 -0.44
H -1.30 1.25 -0.68
H -2.42 -0.51 1.32
H -0.80 -0.22 1.90
H -1.66 1.20 1.60
H -0.84 -1.13 -1.78
H -2.54 -0.51 -1.59
H -1.90 -1.73 -0.38
*
```

Output
DFT total energy = -345.17700 a.u.
Structure (SMILES) = C=CN(N=C)C(C)C
HOMO energy = -7.89 eV
Energy above the lowest of the compared OMol25 structures with the same formula, charge and spin = 396.1 kJ/mol

These are the Mulliken partial charges, in e, on atoms 1 to 6: C -0.762; C -0.083; N 0.710; N -0.799; C -0.417; C 0.109

***

No. 2
C26H62BBr4O32P6 | ωB97M-V/def2-TZVPD

Structure (ORCA input):
```
! wB97M-V def2-TZVPD RIJCOSX def2/J DEFGRID3
* xyz -1 1
O -2.64 0.85 2.37
C -2.13 0.65 1.35
O -1.43 -0.43 1.05
B -0.70 -0.23 -0.21
O -1.29 0.99 -0.78
C -2.05 1.58 0.11
O -2.57 2.63 0.02
O -0.94 -1.39 -1.10
C 0.19 -1.88 -1.51
O 0.36 -2.68 -2.30
C 1.30 -1.10 -0.79
O 0.75 -0.25 0.04
O 2.45 -1.27 -0.94
Br -0.86 -5.48 -4.55
C -2.25 -4.25 -3.87
C -2.76 -3.29 -4.91
Br -1.36 -2.09 -5.53
H -1.73 -3.78 -3.04
H -3.04 -4.87 -3.46
H -3.54 -2.64 -4.49
H -3.21 -3.84 -5.74
Br 0.90 0.30 -4.17
C 2.63 1.20 -4.22
C 3.73 0.23 -4.04
Br 5.41 1.00 -4.68
H 2.57 1.99 -3.47
H 2.64 1.83 -5.10
H 3.59 -0.64 -4.66
H 3.85 -0.08 -3.01
C -3.77 -2.52 -0.11
O -3.88 -3.78 0.59
P -4.00 -3.71 2.17
O -4.04 -4.97 2.90
O -2.85 -2.74 2.64
C -1.49 -3.19 2.76
O -5.28 -2.78 2.35
C -6.48 -3.43 2.78
H -4.72 -2.35 -0.62
H -2.93 -2.53 -0.79
H -3.66 -1.65 0.55
H -0.77 -2.64 2.16
H -1.42 -4.25 2.49
H -1.14 -2.98 3.78
H -6.57 -3.32 3.86
H -6.51 -4.46 2.44
H -7.32 -2.88 2.36
C -0.29 -7.22 -1.04
O 0.11 -7.35 0.32
P 1.38 -6.53 0.81
O 2.52 -6.55 -0.12
O 0.84 -5.10 1.18
C 0.85 -4.06 0.16
O 1.69 -7.21 2.18
C 2.21 -8.54 2.23
H -0.13 -6.28 -1.57
H -1.36 -7.42 -1.07
H 0.18 -8.00 -1.66
H -0.22 -4.03 -0.05
H 1.25 -4.40 -0.80
H 1.30 -3.14 0.51
H 3.09 -8.61 1.59
H 1.42 -9.21 1.88
H 2.49 -8.76 3.25
C 2.14 5.13 4.74
O 3.13 4.10 4.57
P 3.01 2.84 3.61
O 4.16 1.96 3.76
O 2.84 3.43 2.17
C 2.59 2.53 1.09
O 1.61 2.19 4.00
C 1.35 1.91 5.39
H 2.21 5.84 3.92
H 2.29 5.51 5.74
H 1.10 4.78 4.66
H 1.70 2.80 0.51
H 2.58 1.48 1.35
H 3.35 2.75 0.33
H 0.83 2.75 5.86
H 2.27 1.59 5.88
H 0.63 1.09 5.44
C -0.48 7.61 5.81
O 0.07 7.11 4.61
P -0.95 6.94 3.43
O -1.73 8.12 3.07
O 0.00 6.36 2.33
C -0.39 6.34 0.93
O -1.72 5.68 3.98
C -2.75 5.03 3.22
H -0.19 7.01 6.69
H -1.55 7.80 5.76
H -0.03 8.58 6.08
H -0.91 5.41 0.72
H 0.52 6.39 0.34
H -0.99 7.24 0.76
H -2.65 3.97 3.39
H -2.72 5.28 2.16
H -3.75 5.36 3.54
C -3.11 2.32 -3.28
O -2.36 3.52 -3.51
P -3.17 4.83 -3.89
O -2.34 5.88 -4.46
O -3.92 5.21 -2.56
C -3.17 5.89 -1.53
O -4.34 4.28 -4.79
C -4.59 4.81 -6.10
H -3.90 2.55 -2.55
H -2.43 1.63 -2.79
H -3.56 1.93 -4.19
H -3.23 5.31 -0.61
H -3.59 6.88 -1.40
H -2.12 6.00 -1.80
H -4.26 4.07 -6.83
H -4.00 5.71 -6.27
H -5.65 5.02 -6.22
C 4.32 -3.77 -1.15
O 5.63 -3.48 -0.66
P 6.45 -2.30 -1.33
O 7.81 -2.17 -0.82
O 5.52 -1.03 -1.30
C 4.97 -0.61 -0.03
O 6.39 -2.56 -2.89
C 6.57 -3.86 -3.47
H 3.98 -3.13 -1.96
H 3.56 -3.71 -0.37
H 4.27 -4.81 -1.48
H 4.82 0.47 -0.07
H 5.65 -0.72 0.81
H 4.00 -1.09 0.10
H 7.49 -3.84 -4.06
H 5.74 -4.08 -4.14
H 6.62 -4.60 -2.68
*
```

Output
DFT total energy = -15805.48067 a.u.
HOMO energy = -8.15 eV

These are the Mulliken partial charges, in e, on atoms 1 to 6: O -0.595; C 0.527; O -0.543; B 2.110; O -0.358; C 0.438

***

Maximum force, record by record: 4.41; 6.28 eV/A